# C22H23F10InN6O3

A structure of composition C22H23F10InN6O3 in a non-equilibrium geometry (ωB97M-V/def2-TZVPD, OMol25).

Each line ends with the Mulliken charge.
Positions of all 65 atoms, in Å:
In 0.27 -0.66 -0.36  1.43
C -3.39 -1.78 -0.05  -1.31
N -2.62 -0.56 -0.13  0.81
C -2.69 0.19 1.11  -0.90
C -1.63 -0.34 2.09  -1.32
N -0.28 0.02 1.72  0.19
C 0.24 1.18 2.13  0.91
C 1.62 1.39 1.87  -0.26
F 2.26 0.41 1.19  -0.46
C 2.31 2.52 2.23  0.21
F 3.62 2.64 1.95  -0.33
C 1.65 3.55 2.91  0.60
F 2.30 4.67 3.26  -0.32
C 0.31 3.38 3.22  0.18
F -0.35 4.35 3.88  -0.31
C -0.37 2.23 2.86  -0.05
F -1.68 2.17 3.23  -0.38
C -3.02 0.18 -1.33  -0.94
C -1.93 -0.05 -2.38  -1.11
N -0.72 0.62 -1.97  -0.30
C -0.42 1.85 -2.37  0.49
C 0.74 2.47 -1.85  -0.16
F 1.33 1.85 -0.79  -0.01
C 1.30 3.63 -2.34  -0.07
F 2.45 4.08 -1.82  -0.30
C 0.66 4.32 -3.36  0.45
F 1.20 5.44 -3.88  -0.32
C -0.55 3.83 -3.82  0.18
F -1.23 4.50 -4.77  -0.31
C -1.08 2.65 -3.34  0.03
F -2.30 2.31 -3.84  -0.36
H -4.47 -1.58 0.07  0.40
H -3.06 -2.40 0.78  0.30
H -3.26 -2.36 -0.97  0.34
H -3.69 0.14 1.57  0.19
H -2.46 1.24 0.91  0.53
H -1.67 -1.43 2.07  0.14
H -1.86 -0.02 3.10  0.70
H -3.12 1.25 -1.14  0.40
H -3.99 -0.17 -1.72  0.39
H -2.27 0.25 -3.36  0.79
H -1.72 -1.12 -2.40  0.06
C 2.52 -2.38 4.40  -0.87
O 2.59 -2.01 3.04  -0.28
C 1.76 -2.52 2.12  0.66
O 1.93 -2.28 0.95  -0.50
N 0.78 -3.36 2.56  -0.06
N -0.10 -3.86 1.60  -0.38
H 3.37 -1.89 4.87  0.26
H 2.62 -3.47 4.52  0.38
H 1.61 -2.03 4.88  0.31
H 0.46 -3.30 3.52  0.22
H -0.97 -3.33 1.55  0.07
H -0.29 -4.84 1.77  0.25
N 3.03 -1.27 -3.65  -0.44
C 2.11 -1.27 -2.67  0.58
O 2.21 -0.50 -1.73  -0.52
C 0.97 -2.25 -2.85  -0.53
C 0.32 -2.61 -1.54  -1.63
H 3.81 -0.63 -3.58  0.26
H 2.96 -1.86 -4.46  0.18
H 1.35 -3.14 -3.37  0.52
H 0.25 -1.75 -3.50  0.26
H 0.94 -3.25 -0.93  0.67
H -0.66 -3.05 -1.67  0.37

The energy relative to the best compared isomer or geometry (same formula, charge and spin) is 29.8 kcal per mole. The total energy comes out at -2595.098111 a.u. The highest occupied orbital energy comes out at -7.050 eV. As for the spin multiplicity: 1. As for the molecular weight: 724.26 g/mol. As for the lowest unoccupied orbital energy: 0.08 eV. The HOMO-LUMO gap comes out at 7.127 eV.

# C22H23F2N5O2S

An isolated molecule of C22H23F2N5O2S (ωB97M-V/def2-TZVPD, OMol25).

Each line ends with the Mulliken charge.
Positions of all 55 atoms, in Å:
C -3.60 -3.78 -1.20  -1.23
C -3.69 -2.35 -0.80  0.75
S -5.20 -1.50 -0.96  -0.32
C -4.51 -0.09 -0.23  -0.40
N -5.21 0.99 0.08  -0.62
C -4.53 1.91 0.73  -0.36
N -3.23 1.93 0.95  -0.51
C -2.50 0.90 0.54  0.61
N -1.14 0.99 0.68  0.22
C -0.31 0.75 -0.48  -0.18
C -0.12 2.03 -1.29  -1.21
C 0.53 3.13 -0.43  -0.07
C 1.95 2.73 -0.07  0.15
O 2.32 2.46 1.07  -0.73
N 2.79 2.66 -1.12  -0.09
C 4.12 2.08 -1.00  -0.92
C 4.00 0.55 -1.00  0.75
O 4.29 -0.13 -1.95  -0.64
N 3.46 0.10 0.17  -0.05
C 2.95 -1.16 0.46  0.05
C 2.27 -1.32 1.67  -0.40
C 1.69 -2.53 2.00  -0.49
C 1.78 -3.59 1.12  0.31
F 1.20 -4.76 1.43  -0.39
C 2.47 -3.44 -0.08  0.38
F 2.56 -4.47 -0.94  -0.35
C 3.05 -2.24 -0.42  -0.53
C -0.34 3.35 0.81  -1.08
C -0.61 2.03 1.54  -1.02
C -3.13 -0.26 0.03  1.19
C -2.69 -1.59 -0.26  -0.29
C -1.36 -2.18 0.11  -1.37
H -4.51 -4.09 -1.71  0.41
H -2.75 -3.95 -1.86  0.30
H -3.47 -4.42 -0.32  0.31
H -5.09 2.77 1.07  0.42
H -0.79 0.00 -1.12  0.76
H 0.66 0.36 -0.15  -0.41
H 0.48 1.81 -2.18  0.55
H -1.10 2.39 -1.63  0.48
H 0.58 4.06 -1.01  0.38
H 2.45 2.82 -2.05  0.31
H 4.73 2.40 -1.84  0.43
H 4.57 2.43 -0.06  0.30
H 3.26 0.82 0.87  0.27
H 2.19 -0.48 2.35  0.35
H 1.16 -2.66 2.93  0.41
H 3.58 -2.14 -1.35  0.59
H 0.15 4.04 1.49  0.43
H -1.30 3.78 0.50  0.54
H -1.32 2.20 2.34  0.59
H 0.33 1.66 1.96  0.35
H -1.51 -3.15 0.56  0.56
H -0.73 -2.31 -0.77  0.36
H -0.85 -1.53 0.81  0.18

The total energy comes out at -1874.404165 a.u. The highest occupied orbital energy comes out at -7.930 eV. As for the spin multiplicity: 1. As for the molecular weight: 459.52 g/mol. As for the lowest unoccupied orbital energy: 0.44 eV. The HOMO-LUMO gap comes out at 8.368 eV.

# C22H23FN2O3

An isolated molecule of C22H23FN2O3 (ωB97M-V/def2-TZVPD, OMol25).

Each line ends with the Mulliken charge.
Positions of all 51 atoms, in Å:
O -1.51 0.73 -0.72  -0.64
C -1.17 0.39 0.40  0.92
C -0.48 1.39 1.34  -0.58
O -0.11 2.52 0.57  -0.21
C 0.83 2.27 -0.35  0.34
O 1.47 1.25 -0.39  -0.72
C 1.02 3.42 -1.28  1.07
C -0.01 4.50 -1.17  -0.15
C -1.31 4.23 -1.56  -0.18
C -2.28 5.21 -1.47  -0.76
C -1.96 6.47 -1.00  -0.42
C -0.66 6.74 -0.60  -0.77
C 0.31 5.76 -0.68  -0.21
C 2.44 3.72 -1.69  -0.81
C 1.54 3.04 -2.65  -0.66
N -1.43 -0.84 0.89  0.06
C -0.89 -1.41 2.10  -1.08
C 0.28 -2.33 1.74  -0.45
N -0.19 -3.37 0.85  0.21
C 0.42 -4.61 0.86  0.29
C 0.63 -5.27 2.07  -0.20
C 1.18 -6.54 2.12  -0.71
C 1.52 -7.16 0.93  0.31
F 2.06 -8.41 0.97  -0.33
C 1.33 -6.54 -0.29  -0.77
C 0.79 -5.27 -0.32  -0.24
C -0.72 -2.81 -0.37  -0.72
C -1.88 -1.87 -0.02  -1.24
H -1.16 1.75 2.11  0.31
H 0.42 0.95 1.78  0.39
H -1.56 3.24 -1.92  0.41
H -3.30 4.99 -1.78  0.41
H -2.72 7.23 -0.93  0.39
H -0.41 7.72 -0.22  0.39
H 1.32 5.97 -0.36  0.43
H 2.70 4.75 -1.87  0.35
H 3.22 3.13 -1.22  0.26
H 1.16 3.60 -3.49  0.29
H 1.69 1.98 -2.84  0.26
H -0.59 -0.64 2.80  0.49
H -1.69 -2.01 2.57  0.34
H 0.71 -2.76 2.64  0.47
H 1.06 -1.72 1.25  0.17
H 0.34 -4.80 3.00  0.38
H 1.34 -7.05 3.06  0.41
H 1.61 -7.05 -1.20  0.42
H 0.67 -4.79 -1.28  0.38
H -1.11 -3.62 -1.00  0.59
H 0.04 -2.25 -0.93  0.33
H -2.26 -1.38 -0.92  0.42
H -2.69 -2.43 0.46  0.38

The energy relative to the best compared isomer or geometry (same formula, charge and spin) is 35.7 kcal per mole. The total energy comes out at -1287.235706 a.u. The highest occupied orbital energy comes out at -7.945 eV. As for the spin multiplicity: 1. As for the molecular weight: 382.43 g/mol. As for the lowest unoccupied orbital energy: 0.65 eV. The HOMO-LUMO gap comes out at 8.594 eV.

# C22H23FeN4O3

A structure of composition C22H23FeN4O3 in a non-equilibrium geometry (ωB97M-V/def2-TZVPD, OMol25).

Each line ends with the Mulliken charge.
Positions of all 53 atoms, in Å:
O 1.24 -2.32 2.71  -0.40
C 1.11 -1.40 1.99  0.18
Fe 0.88 0.16 1.22  0.35
C 1.83 0.98 2.47  0.35
O 2.46 1.29 3.40  -0.35
C 2.02 0.01 -0.08  0.10
O 3.00 -0.26 -0.64  -0.36
C -1.97 -0.12 2.61  -0.01
C -1.98 -0.96 1.38  -0.29
C -0.89 -0.52 0.39  -0.57
C -0.74 0.88 0.15  -1.10
C -0.62 1.60 1.37  -0.62
C -1.04 0.93 2.58  -0.05
H -2.76 -0.15 3.36  0.24
H -1.85 -2.02 1.65  0.18
H -2.98 -0.90 0.88  0.34
H -0.71 -1.24 -0.43  0.56
H -0.62 1.33 -0.84  0.42
H -0.33 2.66 1.37  0.48
H -0.73 1.41 3.52  0.51
C 5.42 -6.13 3.37  -0.29
C 5.26 -5.05 4.24  -0.73
C 3.98 -4.62 4.60  -0.36
C 2.84 -5.26 4.07  0.60
C 1.50 -4.81 4.37  0.12
C 1.05 -3.99 5.39  0.23
N -0.25 -3.75 5.12  0.64
C -1.25 -3.06 5.93  -1.08
C -1.90 -1.85 5.25  0.18
C -3.12 -1.33 6.02  -0.82
C -4.25 -1.20 5.00  -0.71
C -3.87 -2.20 3.90  -0.70
N -2.39 -2.16 3.88  -0.14
N -0.61 -4.42 3.98  -0.39
N 0.44 -5.07 3.54  -0.52
C 3.01 -6.34 3.17  -0.22
C 4.29 -6.79 2.84  -0.62
H 6.42 -6.47 3.09  0.41
H 6.13 -4.54 4.65  0.40
H 3.84 -3.78 5.29  0.32
H 1.59 -3.58 6.23  0.45
H -2.04 -3.78 6.22  0.34
H -0.71 -2.74 6.84  0.22
H -1.13 -1.07 5.13  0.23
H -3.41 -2.06 6.79  0.42
H -2.88 -0.39 6.53  0.34
H -5.23 -1.42 5.43  0.45
H -4.27 -0.19 4.59  0.31
H -4.26 -3.20 4.17  0.38
H -4.26 -1.94 2.91  0.28
H -2.02 -3.06 3.57  0.42
H 2.12 -6.82 2.75  0.48
H 4.41 -7.64 2.17  0.40

The expectation value of S² is 6.147. The energy relative to the best compared isomer or geometry (same formula, charge and spin) is 47.3 kcal per mole. The total energy comes out at -2560.075474 a.u. The charge is +1. The highest occupied orbital energy (alpha / beta) comes out at -7.354 / -10.674 eV. As for the spin multiplicity: 5. As for the molecular weight: 447.30 g/mol. As for the lowest unoccupied orbital energy (alpha / beta): -3.56 / -7.46 eV. The HOMO-LUMO gap (alpha / beta) comes out at 3.792 / 3.218 eV.